# 1
{
  "formula": "C2H3NOS",
  "method": "the ωB97M-V functional and the def2-TZVPD basis",
  "e_above_lowest_kj_mol": 299.82,
  "spin_multiplicity": 1,
  "gap_ev": 8.1,
  "smiles": "O/N=C\\C=S",
  "homo_ha": -0.3269,
  "charge": 0,
  "symbols": ["S", "O", "N", "C", "C", "H", "H", "H"],
  "xyz": [[-0.708117, 1.472784, -2.153584], [1.173830, -0.982696, 0.896207], [-0.092547, -0.826225, 0.823468], [-0.004551, 0.988919, -0.776982], [-0.732687, 0.101918, 0.179305], [0.980162, 1.125583, -0.486637], [1.256180, -1.817558, 1.272793], [-1.872269, -0.062726, 0.245430]],
  "forces_ev_per_angstrom": [[0.5, 0.1, 0.5], [3.2, 2.7, -1.8], [-5.8, 0.2, 0.4], [-3.3, -0.9, -0.1], [0.7, -1.2, 0.0], [2.0, 0.6, 0.1], [0.5, -2.2, 1.2], [2.1, 0.7, -0.4]]
}

---

# 2
{
  "formula": "C3H5NO3",
  "method": "the ωB97M-V functional and the def2-TZVPD basis",
  "e_above_lowest_kj_mol": 316.97,
  "spin_multiplicity": 1,
  "gap_ev": 8.9,
  "smiles": "N/C=C(\\O)OC=O",
  "homo_ha": -0.3075,
  "charge": 0,
  "symbols": ["O", "O", "O", "N", "C", "C", "C", "H", "H", "H", "H", "H"],
  "xyz": [[-0.146739, 1.030615, 1.815790], [-0.840453, 1.673675, -0.220833], [-0.823872, 0.686106, -2.538091], [0.638064, -1.390832, 0.740419], [-0.470501, 0.739859, 0.565787], [-0.189724, -0.506309, -0.037336], [-0.138407, 0.893650, -1.599569], [-0.998270, -0.958228, -0.594391], [0.366251, -2.360823, 0.655364], [0.858272, 1.326103, -1.516995], [0.123688, 0.182202, 2.221593], [1.621691, -1.316019, 0.508263]],
  "forces_ev_per_angstrom": [[-0.1, -0.1, -0.2], [0.2, -0.3, -0.2], [0.2, 0.0, 0.5], [0.0, 0.0, 0.0], [0.1, 0.0, -0.1], [0.1, 0.2, -0.1], [-0.3, 0.0, 0.1], [0.0, 0.1, 0.0], [0.0, 0.1, 0.0], [-0.1, 0.0, 0.1], [0.0, 0.1, -0.1], [-0.1, 0.0, 0.0]]
}

---

# 3
{
  "formula": "C6H37NO12",
  "method": "the ωB97M-V functional and the def2-TZVPD basis",
  "e_above_lowest_kj_mol": 432.06,
  "spin_multiplicity": 1,
  "gap_ev": 7.7,
  "homo_ha": -0.2838,
  "charge": 0,
  "symbols": ["O", "O", "O", "O", "O", "O", "O", "O", "O", "O", "O", "O", "N", "C", "C", "C", "C", "C", "C", "H", "H", "H", "H", "H", "H", "H", "H", "H", "H", "H", "H", "H", "H", "H", "H", "H", "H", "H", "H", "H", "H", "H", "H", "H", "H", "H", "H", "H", "H", "H", "H", "H", "H", "H", "H", "H"],
  "xyz": [[-1.791734, 1.931809, 2.641196], [-2.384301, 3.553264, 0.336755], [1.983533, 0.926200, 3.509302], [-3.351177, -1.895929, 2.945861], [-2.941490, 1.692675, -1.520753], [2.782881, -2.336577, 1.178513], [1.141956, 4.053986, -1.648135], [0.695997, -4.316542, -1.085534], [1.316842, 3.944223, 0.862061], [1.708556, -2.246467, 3.929521], [-2.166532, -3.925247, -1.203273], [-3.198173, -0.554881, 0.318776], [0.045039, 0.354559, -3.937508], [2.467088, -0.381464, -2.273277], [2.485883, -1.882904, -2.487239], [0.071697, 0.495638, -2.556627], [1.120332, 0.131803, -1.802296], [0.388224, -0.466396, 0.568165], [1.103202, 0.567223, -0.355028], [-1.204686, -4.052849, -1.233282], [-1.841591, 2.621519, 1.961626], [-3.575633, -2.387673, 2.151341], [1.955797, -1.950183, 1.542770], [-1.836461, 4.314557, 0.590979], [0.586594, 3.888357, 0.244701], [0.908488, 0.282509, -4.475105], [2.828283, 0.091567, -3.232705], [1.029195, -4.208065, -0.185890], [3.173204, 0.058405, -1.535545], [-2.699951, 1.978068, 2.960443], [1.557174, -2.324638, -2.089289], [2.146386, -1.423570, 3.711828], [0.763267, -2.037027, 3.894253], [-2.309726, -0.897598, 0.295104], [2.175341, -2.376278, -3.456272], [3.582558, -2.344612, 1.693676], [3.327919, -2.391443, -1.945501], [1.553629, 1.245826, 2.694068], [0.725813, 1.578088, -0.131495], [-2.728678, 0.837807, -1.088921], [-2.869071, -1.172305, 2.496738], [-0.704793, -0.381723, 0.263663], [0.613770, -0.253814, 1.671458], [-3.990262, -1.054525, 0.153534], [-3.619514, 2.144874, -1.012143], [2.160978, 0.722502, 0.014619], [-2.347859, -4.088861, -0.273015], [2.003271, 4.328867, -1.352264], [0.814191, 4.223966, -2.522661], [-0.680691, 0.817281, -4.437199], [1.635475, 1.494273, 4.196785], [-1.999028, 3.117534, -0.451754], [1.164298, -3.715488, -1.711099], [1.159879, 4.401840, 1.682516], [0.636474, -1.475504, 0.190580], [-0.949117, 0.677358, -2.219490]],
  "forces_ev_per_angstrom": [[-0.2, 0.3, 0.1], [0.5, 0.4, 0.2], [-0.1, -0.1, -0.8], [0.6, 0.5, -0.7], [0.7, -0.3, -0.4], [-1.1, -0.1, -1.7], [-1.5, -1.0, 0.9], [-0.2, 0.1, -0.6], [1.2, -0.6, 0.2], [-0.5, -0.3, 0.0], [0.0, 0.1, 0.3], [-0.2, 2.3, 0.5], [0.6, -0.4, -0.6], [0.1, 1.5, -1.5], [-0.8, -2.4, 0.6], [0.3, -1.3, -1.1], [-0.2, 1.8, 0.6], [-0.6, 0.6, -0.6], [0.9, -0.2, 1.7], [0.2, 0.0, -0.2], [0.2, -0.3, -0.4], [-0.3, -0.5, 0.2], [1.7, -0.4, 0.5], [-0.3, -0.3, -0.5], [-0.3, 0.4, 0.1], [-0.4, 0.1, 0.6], [-0.6, -0.1, 0.7], [0.4, 0.3, -0.4], [-0.1, -1.2, -0.4], [0.0, -0.4, 0.3], [0.3, 0.9, 1.2], [0.1, 0.5, 0.1], [0.3, 0.0, 0.1], [-0.3, -1.4, -0.3], [1.7, 1.3, -0.1], [-0.4, 0.3, 0.9], [-0.7, 0.3, -1.0], [0.3, -0.1, 0.5], [-0.5, -0.4, -0.6], [-0.8, 0.7, 0.1], [-0.3, 0.0, 0.7], [1.2, 0.1, 1.0], [-0.8, -0.7, -1.5], [0.5, -1.1, -0.4], [-0.1, -0.4, 0.2], [-0.9, -0.6, -0.4], [-0.2, -0.1, 0.0], [0.4, 0.5, -0.7], [0.9, 0.5, -0.5], [-0.4, 0.2, -0.1], [-0.1, 0.1, 0.2], [-0.1, 0.2, 0.4], [-0.3, -0.8, 1.3], [-0.7, 0.2, 0.0], [0.2, 0.3, 0.7], [0.6, 0.6, 0.5]]
}

---

# 4
{
  "formula": "CHIOS2",
  "method": "the ωB97M-V functional and the def2-TZVPD basis",
  "e_above_lowest_kj_mol": 287.55,
  "spin_multiplicity": 1,
  "gap_ev": 7.6,
  "homo_ha": -0.3158,
  "charge": 0,
  "symbols": ["I", "S", "S", "O", "C", "H"],
  "xyz": [[1.871190, -1.225250, -0.995347], [-0.075457, -1.386169, 0.436230], [0.123587, 2.279372, 1.203959], [-1.173201, -1.741422, -0.452629], [-0.181675, 0.982944, 0.354198], [-0.564444, 1.090525, -0.546411]],
  "forces_ev_per_angstrom": [[0.4, 0.0, -0.1], [-0.1, 2.4, 0.0], [0.2, -1.1, 0.3], [-0.3, -0.1, 0.1], [1.8, -0.9, 4.2], [-2.0, -0.3, -4.6]]
}

---

# 5
{
  "formula": "C3H12O3",
  "method": "the ωB97M-V functional and the def2-TZVPD basis",
  "e_above_lowest_kj_mol": 154.61,
  "spin_multiplicity": 1,
  "gap_ev": 10.7,
  "smiles": "CO.CO.CO",
  "homo_ha": -0.3664,
  "charge": 0,
  "symbols": ["O", "O", "O", "C", "C", "C", "H", "H", "H", "H", "H", "H", "H", "H", "H", "H", "H", "H"],
  "xyz": [[-0.541795, 3.122772, 0.687448], [0.678151, 0.314181, -0.634751], [-0.171492, -2.075240, 0.799731], [2.028239, -0.019973, -0.778191], [-0.415725, -3.029802, -0.223617], [-1.540466, 2.163839, 0.840953], [2.560604, 0.027415, 0.171781], [2.429581, 0.780755, -1.399361], [-1.513953, 1.496657, -0.020597], [2.147021, -0.970849, -1.297631], [-1.431899, 1.669155, 1.806149], [-0.175851, -1.183867, 0.443316], [-0.876319, 3.879158, 0.200035], [0.485117, -3.255368, -0.794323], [-2.443820, 2.772283, 0.797938], [-0.581417, -3.932069, 0.365070], [-1.323986, -2.902549, -0.812651], [0.688008, 1.143502, -0.151299]],
  "forces_ev_per_angstrom": [[2.0, 0.7, 0.1], [-1.1, -0.3, 0.5], [-0.3, 0.1, -0.2], [0.8, 0.8, -0.6], [0.2, -0.9, 1.4], [-1.0, 0.7, -0.5], [0.0, -0.5, 0.1], [0.7, -0.2, -0.3], [-0.3, -0.5, 0.3], [-0.1, 0.0, 0.3], [0.0, -0.1, -0.2], [0.2, 0.2, -0.4], [0.0, -0.2, 0.0], [-0.1, 0.4, -0.5], [-0.8, -0.9, 0.3], [-0.1, -0.3, -0.2], [0.2, 0.5, -0.2], [-0.4, 0.3, 0.0]]
}

---

# 6
{
  "formula": "C3H2O3",
  "method": "the ωB97M-V functional and the def2-TZVPD basis",
  "e_above_lowest_kj_mol": 175.69,
  "spin_multiplicity": 1,
  "gap_ev": 8.8,
  "smiles": "O=CC(=O)C=O",
  "homo_ha": -0.3619,
  "charge": 0,
  "symbols": ["O", "O", "O", "C", "C", "C", "H", "H"],
  "xyz": [[0.956204, 0.973426, -1.729339], [-1.835412, 0.434716, -0.297649], [0.786865, -0.990341, 1.226616], [-0.017105, -0.086931, 1.219757], [0.404495, 0.046821, -1.195757], [-0.656997, 0.246288, -0.129552], [0.718257, -1.017434, -1.242845], [-0.356307, 0.393453, 2.148770]],
  "forces_ev_per_angstrom": [[-0.3, -0.5, -0.1], [0.7, 0.1, 0.2], [-0.2, 0.5, 0.1], [-0.1, -0.7, 0.4], [0.5, 0.2, 0.0], [-0.5, -0.1, 0.0], [0.1, 0.3, -0.6], [-0.1, 0.2, -0.1]]
}

---

# 7
{
  "formula": "C3H12N2",
  "method": "the ωB97M-V functional and the def2-TZVPD basis",
  "e_above_lowest_kj_mol": 65.39,
  "spin_multiplicity": 1,
  "gap_ev": 9.5,
  "smiles": "CNC.CN",
  "homo_ha": -0.3110,
  "charge": 0,
  "symbols": ["N", "N", "C", "C", "C", "H", "H", "H", "H", "H", "H", "H", "H", "H", "H", "H", "H"],
  "xyz": [[-1.942256, -0.214868, 0.675240], [0.991823, -1.018300, -0.374475], [1.704067, -0.392735, 0.729977], [-2.199786, 1.205089, 0.595876], [1.091009, -0.286063, -1.614434], [1.253175, -0.704443, 1.647015], [-1.831986, -0.601589, 1.597919], [-2.676279, 1.450769, -0.324676], [0.550371, 0.659023, -1.549584], [1.175121, -2.004871, -0.448368], [0.526252, -0.802164, -2.397495], [2.782527, -0.608280, 0.717720], [-1.300553, 1.842691, 0.651051], [2.099459, -0.228009, -2.027245], [-1.164578, -0.520502, 0.101751], [1.759637, 0.691212, 0.603542], [-2.818003, 1.533043, 1.416191]],
  "forces_ev_per_angstrom": [[-0.3, -0.5, -0.4], [-0.4, 0.7, 0.3], [1.0, 0.0, -1.1], [1.1, 0.1, 0.7], [-0.7, -1.0, -0.9], [-0.1, 0.1, 0.8], [0.1, 0.3, 0.1], [-0.6, 0.1, -0.7], [0.6, 0.3, 0.2], [0.2, 0.0, -0.2], [0.0, -0.3, 0.1], [0.0, -0.5, 0.2], [0.0, -0.1, 0.0], [0.3, 0.6, 0.2], [0.1, 0.0, 0.1], [-0.9, 0.0, 0.2], [-0.4, 0.0, 0.2]]
}

---

# 8
{
  "formula": "C34H35GeN3O5SW",
  "method": "the ωB97M-V functional and the def2-TZVPD basis",
  "spin_multiplicity": 1,
  "gap_ev": [5.5, 5.5],
  "homo_ha": [-0.2677, -0.2651],
  "charge": 0,
  "symbols": ["W", "Ge", "S", "O", "O", "O", "O", "O", "N", "N", "N", "C", "C", "C", "C", "C", "C", "C", "C", "C", "C", "C", "C", "C", "C", "C", "C", "C", "C", "C", "C", "C", "C", "C", "C", "C", "C", "C", "C", "C", "C", "C", "C", "C", "C", "H", "H", "H", "H", "H", "H", "H", "H", "H", "H", "H", "H", "H", "H", "H", "H", "H", "H", "H", "H", "H", "H", "H", "H", "H", "H", "H", "H", "H", "H", "H", "H", "H", "H", "H"],
  "xyz": [[1.986424, 0.681501, 0.629621], [3.223533, 1.313455, 2.882597], [1.106723, 0.720854, -2.511556], [3.261622, 0.736521, -0.461483], [0.311664, 4.086049, 1.234839], [1.059938, 2.299154, 0.162826], [0.522560, 0.644470, 1.866779], [-4.121136, -4.615568, -3.045488], [-1.814825, -5.314186, 1.925746], [1.143527, -1.136587, 0.086960], [-1.368607, -4.458121, 2.719868], [0.107381, 3.107447, 0.541154], [0.082432, -0.596432, 2.125967], [1.212832, -3.410527, -0.679222], [1.074952, 5.257738, -2.704584], [-3.799448, 2.097928, -0.837652], [-3.599396, -3.668745, -0.849437], [0.018203, 4.534620, -3.230368], [-1.259097, 2.758494, 0.034848], [-0.631602, -0.954325, 3.282058], [-1.051221, -2.249417, 3.457195], [2.683490, 0.344945, -3.361521], [-2.260507, 3.724378, 0.014452], [-2.981540, -3.845693, 0.370403], [-0.074822, -2.918029, 1.303531], [1.569449, -2.091754, -0.787149], [-2.944906, -5.897756, -1.484250], [4.816682, 1.514358, 4.130808], [3.158098, -0.422669, 2.002031], [1.133634, 2.504632, -2.637576], [3.484861, 2.924522, 1.615490], [-4.716612, -3.412127, -3.459516], [2.177000, 4.602535, -2.175806], [-2.350071, -5.055005, 0.691833], [-2.808493, 1.128726, -0.804119], [0.376833, -3.839784, 0.359266], [-3.528602, 3.394284, -0.428946], [2.213278, 3.220206, -2.137984], [-3.570524, -4.685770, -1.800297], [0.371676, -1.575816, 1.164472], [-2.359913, -6.089181, -0.257675], [-1.536628, 1.457715, -0.372724], [0.044365, 3.150743, -3.201010], [1.696049, 1.896913, 4.048642], [-0.867117, -3.235494, 2.466045], [-4.788820, 1.841712, -1.185329], [1.591446, -4.125370, -1.391677], [3.049405, 2.684105, -1.696207], [5.762560, 1.505294, 3.601892], [-3.035761, 0.117325, -1.103939], [2.613640, -0.677795, -3.712462], [-2.024154, 4.724893, 0.341561], [-4.312471, 4.137798, -0.437971], [4.737556, 2.444883, 4.680558], [4.824008, 0.695853, 4.842591], [-4.994337, -3.573024, -4.500303], [1.047135, 6.336696, -2.711275], [2.049909, 2.576934, 4.818651], [4.301488, 3.547813, 1.969173], [1.252224, 1.037246, 4.545040], [-1.872026, -7.020903, -0.014189], [2.243222, -1.737444, -1.561955], [-0.768301, 2.567090, -3.604349], [-5.613160, -3.181737, -2.873296], [-4.100271, -2.733728, -1.051890], [0.114800, -4.880628, 0.438788], [-0.744879, 0.701435, -0.343990], [-2.929753, -6.676364, -2.230341], [2.581441, 3.537760, 1.577639], [-1.611037, -2.528664, 4.337434], [3.008155, 5.170475, -1.784797], [-0.821717, 5.050618, -3.672385], [-4.016755, -2.571494, -3.400790], [-3.019394, -3.054982, 1.106453], [-0.840013, -0.195657, 4.021409], [0.923787, 2.402347, 3.469843], [2.781698, 1.027759, -4.201173], [3.497847, 0.447221, -2.643376], [3.739584, 2.581853, 0.600322], [4.180804, -0.808523, 1.881270]],
  "forces_ev_per_angstrom": [[4.6, -2.5, -0.1], [1.0, 1.7, 3.3], [-0.1, 0.3, -1.0], [1.7, -0.5, -2.4], [-0.2, -0.4, -0.4], [0.0, 0.7, -0.2], [-3.0, -1.7, 2.0], [0.4, -0.4, 0.5], [0.1, -0.3, 1.8], [-0.4, -2.9, 0.3], [-0.1, -2.6, 0.6], [-0.5, 1.3, 0.7], [-0.9, 0.5, 1.2], [-0.9, -1.1, 0.8], [0.0, 0.1, 0.0], [-0.1, 0.0, 0.0], [-0.2, 0.1, -0.4], [0.0, 0.1, 0.0], [0.1, -0.2, 0.0], [0.9, 1.1, -1.2], [-0.3, -1.6, -0.9], [-0.4, 0.2, 0.5], [0.2, -0.1, 0.0], [0.2, -0.4, 0.3], [-0.1, 0.7, 0.5], [-0.1, 2.4, 0.7], [-0.1, 0.2, -0.3], [-0.5, -0.5, -0.7], [-1.7, 2.3, -0.9], [0.0, -0.5, -0.1], [-0.4, -0.4, -0.4], [-0.2, 0.3, -0.1], [0.1, -0.1, 0.0], [-0.5, 1.0, -1.8], [-0.1, 0.0, 0.0], [0.8, 0.4, -0.9], [0.0, 0.0, 0.0], [0.1, 0.0, -0.1], [0.0, -0.2, -0.2], [-0.1, -0.4, -0.8], [0.1, 0.4, 0.4], [0.3, -0.1, 0.0], [0.1, -0.1, 0.1], [0.3, -0.2, -0.3], [0.4, 2.6, -0.4], [-0.1, 0.0, 0.0], [0.0, 0.0, -0.1], [-0.1, 0.2, -0.1], [0.1, 0.0, -0.2], [0.0, -0.1, -0.1], [0.1, -0.2, -0.1], [0.0, 0.1, 0.1], [0.0, 0.1, 0.0], [-0.2, 0.2, 0.0], [-0.1, -0.2, 0.1], [0.0, 0.1, 0.1], [0.0, 0.1, 0.0], [0.2, 0.1, 0.0], [0.2, -0.2, 0.3], [0.0, -0.1, 0.0], [0.0, -0.1, 0.1], [-0.1, 0.0, 0.1], [-0.1, -0.1, 0.0], [0.1, 0.0, 0.0], [0.0, 0.0, 0.0], [0.1, -0.1, 0.0], [-0.5, 0.3, -0.1], [0.0, -0.1, -0.1], [0.2, -0.1, 0.0], [0.0, -0.1, 0.1], [0.0, 0.0, 0.1], [-0.1, 0.0, 0.0], [0.0, -0.1, 0.0], [0.0, 0.1, 0.0], [0.0, 0.1, 0.0], [0.1, 0.0, 0.0], [0.1, -0.1, 0.0], [0.0, 0.0, -0.2], [0.1, 0.6, 0.4], [-0.3, 0.2, -0.4]]
}

---

charge of number 2 (C3H5NO3)? 0